# C14H14F5IN2Re

A molecular structure, C14H14F5IN2Re in a non-equilibrium geometry (wB97M-V/def2-TZVPD, the OMol25 dataset).

Output
Spin multiplicity ... 4
ΔE to the lowest compared entry with this formula, charge and spin ... 0.0 kcal/mol
Net charge ... +2
Orbital gap (spin up / spin down) ... 7.541 / 6.533 eV
Lowest unoccupied orbital energy (spin up / spin down) ... -8.60 / -9.80 eV
Largest force on an atom ... 7.01 eV/A

Element x y z (Å)
1 C -1.88 1.33 0.40
2 C -0.92 2.07 -0.40
3 H -2.67 1.11 -0.32
4 H -2.08 2.01 1.17
5 H -1.64 0.38 1.01
6 H -0.03 1.63 -0.98
7 H -1.56 2.41 -1.19
8 H -0.52 2.80 0.27
9 C -0.81 -2.76 1.41
10 C -0.80 -4.09 1.72
11 C 0.31 -4.85 1.34
12 C 1.36 -4.27 0.64
13 H -1.68 -2.07 1.63
14 H -1.63 -4.52 2.26
15 H 0.35 -5.90 1.59
16 H 2.23 -4.81 0.30
17 N 0.24 -2.16 0.78
18 C 1.35 -2.89 0.34
19 C 2.33 -2.18 -0.42
20 N 2.08 -0.82 -0.69
21 C 2.87 -0.04 -1.43
22 C 4.36 -1.87 -1.74
23 C 4.06 -0.53 -1.98
24 H 2.51 1.01 -1.57
25 H 4.69 0.13 -2.53
26 C 3.53 -2.71 -1.01
27 H 3.70 -3.74 -0.81
28 H 5.29 -2.28 -2.13
29 Re 0.36 -0.42 0.01
30 I -1.06 -1.00 -2.20
31 F 0.25 -0.32 2.97
32 C 1.05 0.21 1.92
33 F 2.33 -0.43 2.05
34 C 1.24 1.72 2.25
35 F 0.09 2.39 2.45
36 F 1.94 1.86 3.45
37 F 1.98 2.39 1.32

***

# C14H14I2KO2

A molecular structure, C14H14I2KO2 in a non-equilibrium geometry (wB97M-V/def2-TZVPD, the OMol25 dataset).

Output
Net charge ... +1
Orbital gap ... 7.121 eV
Lowest unoccupied orbital energy ... -4.46 eV
Largest force on an atom ... 5.97 eV/A

Element x y z (Å)
1 C 0.07 -1.47 3.32
2 C -0.87 -0.72 3.32
3 C -1.96 0.32 3.30
4 C -2.04 1.01 1.89
5 C -2.78 0.19 0.75
6 C -1.78 -0.43 -0.27
7 C -1.72 -1.71 -0.65
8 C -0.67 -2.10 -1.63
9 O -0.87 -2.96 -2.44
10 C 0.59 -1.37 -1.52
11 C 0.57 -0.09 -1.16
12 C 1.85 0.70 -1.00
13 I 1.60 2.69 -0.24
14 C 2.72 0.68 -2.26
15 C 4.06 1.37 -2.10
16 I 1.64 1.44 -3.92
17 C -0.79 0.47 -0.94
18 O -1.15 1.55 -1.31
19 H 0.99 -2.01 3.30
20 H -2.92 -0.07 3.61
21 H -1.60 1.06 4.00
22 H -2.57 1.96 1.95
23 H -1.02 1.22 1.61
24 H -3.28 -0.61 1.30
25 H -3.51 0.82 0.27
26 H -2.41 -2.50 -0.32
27 H 1.49 -1.91 -1.76
28 H 2.42 0.20 -0.22
29 H 2.93 -0.37 -2.44
30 H 4.38 1.29 -1.06
31 H 4.81 0.87 -2.70
32 H 4.02 2.42 -2.34
33 K -2.19 -1.96 1.68

***

# C14H14IN5S3V

A molecular structure, C14H14IN5S3V (wB97M-V/def2-TZVPD, the OMol25 dataset).

Output
Spin multiplicity ... 4
ΔE to the lowest compared entry with this formula, charge and spin ... 2.0 kcal/mol
Orbital gap (spin up / spin down) ... 6.720 / 6.978 eV
Lowest unoccupied orbital energy (spin up / spin down) ... 0.20 / 0.17 eV
Largest force on an atom ... 0.25 eV/A

Element x y z (Å)
1 V 0.69 -0.05 -0.91
2 C 1.45 5.19 -0.42
3 C 2.32 4.14 -1.00
4 N 3.53 4.29 -1.43
5 N 3.90 3.04 -1.86
6 C 2.94 2.12 -1.70
7 S 2.99 0.46 -2.02
8 N 1.92 2.83 -1.16
9 N 0.72 2.20 -0.84
10 H 2.00 6.13 -0.39
11 H 1.15 4.92 0.59
12 H 0.55 5.33 -1.02
13 H 4.82 2.88 -2.22
14 H 0.54 2.17 0.17
15 H -0.08 2.59 -1.35
16 S -1.69 0.40 -1.04
17 C -2.18 -0.12 0.58
18 C -3.53 -0.44 0.80
19 C -3.98 -0.86 2.04
20 C -3.08 -0.96 3.09
21 C -1.75 -0.66 2.89
22 C -1.28 -0.23 1.64
23 S 0.45 0.14 1.49
24 H -4.22 -0.35 -0.03
25 H -5.03 -1.09 2.18
26 H -3.42 -1.29 4.07
27 H -1.04 -0.74 3.71
28 I 3.34 -2.65 -0.28
29 C 1.34 -3.21 -0.47
30 C 1.05 -4.54 -0.20
31 C -0.26 -4.97 -0.32
32 C -1.22 -4.06 -0.71
33 C -0.84 -2.75 -0.96
34 N 0.42 -2.31 -0.83
35 H 1.84 -5.20 0.09
36 H -0.52 -6.00 -0.11
37 H -2.26 -4.33 -0.82
38 H -1.56 -2.01 -1.26

***

# C14H14N6O

A single C14H14N6O molecule in a non-equilibrium geometry (wB97M-V/def2-TZVPD, the OMol25 dataset).

Output
Orbital gap ... 8.674 eV
Structure (SMILES) ... c1ccc(-n2nnc3c(N4CCOCC4)ncnc32)cc1
Lowest unoccupied orbital energy ... 0.08 eV
Largest force on an atom ... 4.21 eV/A

Element x y z (Å)
1 N 0.42 1.51 1.65
2 N -0.37 2.33 1.03
3 N 0.04 -0.21 -1.43
4 N 1.64 -1.43 -0.31
5 O 3.86 -1.70 4.14
6 C 0.87 -1.20 -1.35
7 C -0.02 0.65 -0.42
8 C 1.54 -0.62 0.75
9 C -3.44 3.80 -2.74
10 C -2.51 2.93 -3.27
11 C -3.54 3.91 -1.35
12 C -1.69 2.19 -2.40
13 C -2.65 3.28 -0.49
14 C 0.70 0.47 0.75
15 C -1.68 2.41 -1.02
16 N -0.74 1.79 -0.17
17 N 2.43 -0.94 1.80
18 C 2.94 -2.62 3.51
19 C 3.45 -0.31 3.98
20 C 2.89 -2.33 2.02
21 C 3.19 0.08 2.52
22 H 0.85 -1.94 -2.15
23 H -4.07 4.41 -3.36
24 H -2.46 2.85 -4.33
25 H -4.28 4.56 -0.91
26 H -1.04 1.48 -2.87
27 H -2.73 3.41 0.56
28 H 1.98 -2.54 4.02
29 H 3.22 -3.70 3.67
30 H 2.52 -0.19 4.55
31 H 4.21 0.36 4.42
32 H 3.90 -2.44 1.60
33 H 2.23 -3.05 1.58
34 H 4.14 0.25 2.01
35 H 2.74 1.06 2.51

***

# C14H15BBrF2NOPt

A molecular structure, C14H15BBrF2NOPt (wB97M-V/def2-TZVPD, the OMol25 dataset).

Output
ΔE to the lowest compared entry with this formula, charge and spin ... 37.1 kcal/mol
Net charge ... +2
Orbital gap ... 5.111 eV
Lowest unoccupied orbital energy ... -9.97 eV
Largest force on an atom ... 0.54 eV/A

Element x y z (Å)
1 Pt 0.10 0.33 0.29
2 Br -0.41 0.81 2.55
3 C -2.20 0.07 2.59
4 C -2.95 0.07 3.72
5 C -4.22 -0.54 3.63
6 C -4.66 -1.08 2.45
7 C -3.85 -1.06 1.28
8 C -4.24 -1.62 0.04
9 C -3.41 -1.57 -1.05
10 C -2.14 -0.96 -0.96
11 C -1.74 -0.42 0.23
12 C -2.58 -0.46 1.37
13 H -2.61 0.49 4.66
14 H -4.85 -0.56 4.50
15 H -5.64 -1.54 2.40
16 H -5.21 -2.09 -0.04
17 H -3.72 -2.00 -1.99
18 H -1.52 -0.91 -1.85
19 C 4.91 0.09 -2.38
20 N 3.78 -0.10 -1.44
21 C 3.49 -1.46 -0.97
22 C 3.07 0.90 -1.00
23 C 3.33 2.32 -1.37
24 O 2.11 0.66 -0.17
25 H 5.12 -0.87 -2.85
26 H 5.79 0.42 -1.84
27 H 4.64 0.80 -3.15
28 H 4.24 -2.14 -1.37
29 H 2.51 -1.78 -1.31
30 H 3.52 -1.49 0.12
31 H 4.30 2.48 -1.83
32 H 3.26 2.92 -0.47
33 H 2.56 2.65 -2.07
34 F -0.23 3.24 0.36
35 B -0.24 2.20 -0.40
36 F -0.31 2.19 -1.70

***

# C14H15CoI2N4O2

A molecular structure, C14H15CoI2N4O2 in a non-equilibrium geometry (wB97M-V/def2-TZVPD, the OMol25 dataset).

Output
Spin multiplicity ... 5
Net charge ... +2
Orbital gap (spin up / spin down) ... 9.207 / 5.314 eV
Lowest unoccupied orbital energy (spin up / spin down) ... -5.48 / -9.30 eV
Largest force on an atom ... 3.04 eV/A

Element x y z (Å)
1 Co -1.06 -0.37 -0.11
2 I 2.90 5.84 -0.56
3 C 1.57 4.25 -0.91
4 C 0.22 4.50 -1.20
5 C -0.66 3.43 -1.30
6 I -2.66 3.78 -1.73
7 C -0.23 2.09 -1.18
8 O -1.16 1.13 -1.24
9 C 1.13 1.85 -0.98
10 C 1.71 0.48 -0.76
11 N 0.76 -0.61 -0.98
12 C 1.22 -1.98 -0.62
13 C 0.03 -2.88 -0.63
14 C 0.11 -4.26 -0.80
15 C -1.05 -5.02 -0.86
16 C -2.29 -4.40 -0.76
17 C -2.32 -3.02 -0.61
18 N -1.19 -2.28 -0.51
19 C 2.00 2.93 -0.82
20 H -0.12 5.51 -1.26
21 H 2.07 0.38 0.28
22 H 2.60 0.31 -1.41
23 H 0.46 -0.61 -1.95
24 H 1.67 -1.99 0.39
25 H 2.00 -2.34 -1.34
26 H 1.09 -4.72 -0.83
27 H -0.99 -6.10 -0.97
28 H -3.21 -4.96 -0.78
29 H -3.25 -2.48 -0.54
30 H 3.04 2.74 -0.53
31 N -0.53 0.28 4.01
32 C -0.59 0.82 2.78
33 N -0.58 2.16 2.69
34 O -0.62 0.05 1.77
35 H -0.33 0.81 4.85
36 H -0.51 -0.73 4.09
37 H -0.54 2.78 3.50
38 H -0.71 2.62 1.79

***

# C14H15N3O2S

A single C14H15N3O2S molecule in a non-equilibrium geometry (wB97M-V/def2-TZVPD, the OMol25 dataset).

Output
ΔE to the lowest compared entry with this formula, charge and spin ... 45.3 kcal/mol
Orbital gap ... 9.007 eV
Structure (SMILES) ... CC1=N[C@H]([C@@H](SC2=NCCN2)c2ccccc2)C(=O)O1
Lowest unoccupied orbital energy ... 0.65 eV
Largest force on an atom ... 4.52 eV/A

Element x y z (Å)
1 O -1.04 0.69 3.38
2 N 0.06 2.87 -0.20
3 N 0.72 -1.96 2.02
4 O 0.77 -0.62 3.86
5 S 1.43 0.49 0.12
6 C -0.24 -0.17 3.09
7 C 0.92 2.03 -0.68
8 C 1.27 -1.68 3.17
9 C -2.02 -2.43 -2.63
10 C -2.61 -1.18 -2.32
11 C -0.84 -2.81 -2.00
12 C -2.07 -0.38 -1.27
13 C -0.26 -2.01 -1.00
14 C -0.88 -0.82 -0.59
15 N 1.46 2.49 -1.88
16 C 2.46 -2.40 3.73
17 C -0.08 4.01 -1.12
18 C -0.38 -0.99 1.83
19 C -0.29 -0.05 0.56
20 C 0.88 3.76 -2.28
21 H -2.52 -3.06 -3.35
22 H -3.55 -0.87 -2.77
23 H -0.37 -3.75 -2.24
24 H -2.56 0.51 -0.91
25 H 0.65 -2.37 -0.51
26 H 1.85 1.84 -2.55
27 H 3.34 -2.25 3.11
28 H 2.28 -3.48 3.73
29 H 2.68 -2.09 4.77
30 H -1.09 4.14 -1.47
31 H 0.20 4.95 -0.62
32 H -1.34 -1.48 1.83
33 H -0.88 0.84 0.81
34 H 1.66 4.54 -2.39
35 H 0.39 3.68 -3.24